# 1
2 unconnected molecules or ions with the total composition C2H9NOS2 at a distorted geometry, computed with ωB97M-V/def2-TZVPD.

As for the energy relative to the best compared isomer or geometry (same formula, charge and spin): 1.539 eV. The SMILES is CSS.NCO. As for the net charge: 0. As for the HOMO-LUMO gap: 8.770 eV. As for the LUMO energy: 0.72 eV.

Last column: natural (NBO) charge in e.
Cartesian coordinates (Å):
C  0.611559  -2.942345  0.113780  -0.709
S  -0.825615  -3.091884  -1.141625  0.058
S  0.060174  -2.566989  -2.893608  -0.150
H  0.715598  -3.599369  0.935276  0.225
H  1.528809  -2.859254  -0.424690  0.218
H  0.469670  -1.899487  0.512802  0.229
H  1.303297  -3.146531  -2.888017  0.129
N  0.543533  2.080472  0.742082  -0.820
C  -0.838416  2.495172  1.041629  0.097
O  -1.570158  1.921741  0.021000  -0.702
H  1.164269  2.325447  1.510508  0.346
H  0.800184  2.671275  -0.005172  0.345
H  -0.999219  3.626752  0.934221  0.107
H  -1.109724  2.297374  2.058936  0.159
H  -1.853962  2.687627  -0.517121  0.469

Cartesian forces, eV/Å:
C -1.3 3.4 -0.9
S 1.1 -1.2 1.6
S 0.8 0.6 -0.7
H -0.6 -1.2 0.4
H 0.6 -0.4 -0.6
H 0.1 -1.0 -0.1
H -0.8 -0.2 0.3
N -0.6 0.1 1.9
C 1.6 2.2 -0.9
O -1.8 0.4 -0.8
H 0.0 -0.1 0.0
H 0.7 0.4 -1.2
H 0.5 -1.1 0.4
H -0.4 -0.9 0.4
H -0.1 -1.1 0.2

# 2
2 unconnected molecules or ions with the total composition C28H20F6O4S2 at a distorted geometry, computed with ωB97M-V/def2-TZVPD.

As for the energy relative to the best compared isomer or geometry (same formula, charge and spin): 1.395 eV. As for the net charge: 0. As for the HOMO-LUMO gap: 3.692 eV. As for the LUMO energy: -3.60 eV.

Last column: natural (NBO) charge in e.
Cartesian coordinates (Å):
F  -5.398349  3.883360  -2.211698  -0.319
C  -5.296736  2.671320  -2.836054  0.970
F  -6.251844  1.861433  -2.284056  -0.318
F  -5.649348  2.864274  -4.144447  -0.320
C  -3.933063  2.072976  -2.687822  -0.084
C  -3.761114  0.706081  -2.906839  -0.208
C  -2.529775  0.129797  -2.647543  -0.066
C  -1.441149  0.910342  -2.150802  -0.162
C  -0.161964  0.337109  -1.832210  0.147
C  1.089135  0.885664  -2.205164  -0.077
C  1.213031  2.150302  -2.869322  -0.116
C  2.445845  2.735585  -3.059928  -0.212
C  3.590475  2.014547  -2.731805  -0.035
C  4.908624  2.704165  -2.843439  0.964
F  5.914524  1.992291  -2.261279  -0.312
F  5.270818  2.917198  -4.146404  -0.318
F  4.877064  3.929116  -2.228193  -0.315
C  3.530659  0.694506  -2.292648  -0.192
C  2.300368  0.158363  -1.972741  -0.081
C  -1.669924  2.305115  -1.977484  -0.136
C  -2.879948  2.892224  -2.295896  -0.183
H  -4.595182  0.112866  -3.279581  0.247
H  -2.378111  -0.932708  -2.845611  0.218
H  -0.143212  -0.631060  -1.341202  0.250
H  0.317982  2.677476  -3.198237  0.231
H  2.520441  3.742144  -3.466519  0.248
H  4.443621  0.113781  -2.185181  0.257
H  2.261063  -0.838208  -1.534037  0.244
H  -0.867613  2.923749  -1.571290  0.236
H  -3.006456  3.970907  -2.229608  0.249
C  -1.855331  -5.241546  -0.017228  -0.205
C  -1.910703  -4.118853  -0.850317  -0.226
C  -1.612510  -2.854099  -0.334591  -0.159
C  -1.239317  -2.722770  1.002960  -0.331
S  -0.815185  -1.116221  1.679239  2.190
C  0.789155  -0.960052  1.214414  -1.195
S  1.980649  0.023178  1.963446  2.175
C  1.763803  -0.076959  3.752240  -0.226
C  0.820554  0.741804  4.374681  -0.193
C  0.673071  0.710059  5.762621  -0.216
C  1.436315  -0.176432  6.529160  -0.195
C  2.366706  -1.011855  5.903345  -0.223
C  2.534886  -0.960156  4.515820  -0.213
O  3.246999  -0.616206  1.662715  -0.970
O  1.753022  1.410282  1.617272  -0.960
O  -1.646196  -0.133849  1.017384  -0.976
O  -0.948100  -1.338160  3.105077  -0.958
C  -1.142138  -3.848621  1.827182  -0.168
C  -1.454241  -5.108552  1.316822  -0.211
H  -2.118018  -6.222835  -0.412575  0.217
H  -2.195026  -4.217181  -1.900289  0.209
H  -1.695818  -1.966332  -0.957523  0.190
H  1.132938  -1.660266  0.467831  0.252
H  0.206885  1.414759  3.781217  0.236
H  -0.051740  1.371145  6.242221  0.215
H  1.285076  -0.232421  7.609549  0.213
H  2.954338  -1.716731  6.495971  0.214
H  3.254601  -1.611448  4.025717  0.237
H  -0.849229  -3.737968  2.868271  0.251
H  -1.385298  -5.976431  1.974397  0.220

Cartesian forces, eV/Å:
F 0.1 -1.0 -0.6
C -1.4 0.5 -0.1
F 0.8 0.7 -0.5
F 0.3 -0.2 1.0
C 0.2 0.1 0.0
C 0.2 0.1 0.0
C 0.7 -0.1 0.4
C -1.2 0.9 0.1
C 0.5 -0.3 -0.3
C 0.7 0.4 -0.2
C -0.3 -0.1 0.2
C -0.3 -0.1 0.0
C -0.2 -0.1 0.1
C 1.7 0.7 0.0
F -0.9 0.6 -0.5
F -0.4 -0.1 1.0
F 0.0 -1.1 -0.7
C -0.1 0.0 0.0
C -0.5 -0.1 0.1
C 0.6 -0.3 -0.2
C 0.0 -0.2 0.1
H 0.2 0.1 0.2
H -0.1 0.3 0.1
H 0.0 -0.1 -0.2
H 0.4 -0.2 0.1
H 0.0 -0.2 0.1
H -0.2 0.2 0.2
H -0.1 0.3 0.0
H -0.4 -0.2 0.0
H -0.1 -0.3 0.2
C 0.1 0.1 0.0
C 0.0 0.1 0.2
C 0.0 -0.3 0.2
C 0.2 -0.3 -0.4
S -0.2 -1.1 0.3
C 0.6 0.1 -0.4
S -0.6 -0.7 0.4
C -0.1 0.0 0.3
C 0.2 0.1 0.2
C 0.1 -0.2 -0.1
C 0.0 0.0 -0.3
C -0.2 0.1 -0.1
C -0.2 0.1 -0.1
O 0.1 0.4 -0.3
O 0.3 0.0 0.0
O -0.5 0.2 0.1
O -0.2 0.8 0.0
C -0.1 0.0 -0.2
C -0.1 0.3 -0.2
H 0.1 0.2 0.1
H 0.0 0.0 0.3
H -0.1 -0.2 0.2
H 0.2 -0.1 0.3
H 0.2 -0.1 0.1
H 0.2 -0.2 -0.2
H 0.1 0.1 -0.3
H -0.2 0.2 -0.2
H -0.1 0.2 0.0
H 0.0 0.1 -0.2
H -0.1 0.2 -0.3

# 3
2 unconnected molecules or ions with the total composition C2H9N2 at a distorted geometry, computed with ωB97M-V/def2-TZVPD.

As for the energy relative to the best compared isomer or geometry (same formula, charge and spin): 2.468 eV. As for the net charge: +1. As for the HOMO-LUMO gap: 10.173 eV. As for the LUMO energy: -3.86 eV.

Last column: natural (NBO) charge in e.
Cartesian coordinates (Å):
N  -0.697244  -1.729094  -0.752618  -1.058
H  -1.219820  -2.401477  -1.373528  0.427
H  -0.263961  -0.263851  -1.080775  0.463
H  -1.149951  -1.811401  0.126811  0.396
H  0.237450  -1.920466  -0.487449  0.388
C  0.789256  0.861644  1.586823  -0.346
C  -0.108479  1.203989  0.563091  -0.096
N  0.153150  0.776607  -0.816086  -0.792
H  1.888479  0.756278  1.511098  0.224
H  0.455113  0.673204  2.576772  0.233
H  -0.844548  2.014602  0.839921  0.273
H  1.177725  0.585710  -1.168676  0.446
H  -0.417171  1.254255  -1.525385  0.441

Cartesian forces, eV/Å:
N -1.6 0.0 -1.3
H 1.6 0.7 0.7
H -0.4 0.2 1.7
H -0.9 0.3 1.0
H 1.2 -1.4 -0.5
C -0.9 0.5 -2.9
C 2.6 -0.3 3.0
N 1.1 -0.6 -2.1
H -0.8 -0.9 -0.7
H -0.5 1.1 0.9
H -0.1 -1.8 -1.0
H -2.1 1.3 1.1
H 0.8 0.8 0.2

# 4
2 unconnected molecules or ions with the total composition C7H12F3NO at a distorted geometry, computed with ωB97M-V/def2-TZVPD.

As for the energy relative to the best compared isomer or geometry (same formula, charge and spin): 0.927 eV. As for the net charge: 0. As for the HOMO-LUMO gap (alpha / beta): 8.372 / 8.495 eV. As for the LUMO energy (alpha / beta): -0.32 / -0.15 eV.

Last column: natural (NBO) charge in e.
Cartesian coordinates (Å):
C  0.601758  -2.222832  1.839276  0.664
C  0.584176  -0.315072  -0.948410  -0.598
C  -0.121710  2.007242  -0.350134  -0.597
C  -1.624400  0.073002  0.156347  -0.596
C  0.435782  0.384627  1.456835  -0.159
C  -0.163074  0.528581  0.091261  -0.138
C  1.843424  0.682708  1.761184  0.901
N  1.377195  -3.248934  1.406071  -0.860
O  -0.309662  -2.280150  2.602757  -0.549
F  2.111498  0.533369  3.070796  -0.326
F  2.741072  -0.117292  1.122258  -0.346
F  2.258800  1.945228  1.452246  -0.339
H  -0.217365  0.451941  2.309172  0.222
H  0.147105  -0.160764  -1.932605  0.209
H  1.635041  -0.044360  -0.997616  0.217
H  0.506660  -1.370329  -0.689755  0.206
H  0.896696  2.320272  -0.567054  0.219
H  -0.722300  2.133650  -1.247910  0.210
H  -0.524286  2.649797  0.429237  0.211
H  -2.066687  0.087385  -0.837220  0.209
H  -1.692845  -0.935769  0.551987  0.220
H  -2.200636  0.733358  0.799342  0.208
H  2.207782  -3.057433  0.870026  0.411
H  1.349460  -4.113187  1.928293  0.400

Cartesian forces, eV/Å:
C -0.5 0.1 0.4
C -0.1 0.1 0.1
C 0.1 -0.1 0.1
C 0.2 0.0 0.0
C 0.2 -0.7 -0.4
C 0.0 0.0 -0.3
C 1.1 0.1 0.2
N 0.1 0.8 -0.1
O 0.2 -0.2 -0.1
F -0.2 0.0 0.2
F -0.1 -0.1 -0.2
F -0.4 0.0 -0.1
H -0.1 0.0 0.2
H -0.1 0.0 -0.1
H 0.1 0.0 0.0
H 0.0 -0.1 -0.1
H 0.0 0.1 0.0
H -0.1 0.0 -0.1
H -0.1 0.1 0.0
H 0.0 0.0 -0.1
H 0.0 -0.2 0.1
H -0.1 0.1 0.1
H -0.1 0.1 0.1
H -0.1 0.0 0.0

# 5
A molecular structure, C15H23FN4OSiTc, computed with ωB97M-V/def2-TZVPD.

As for the net charge: +2. As for the HOMO-LUMO gap (alpha / beta): 7.637 / 6.922 eV. As for the LUMO energy (alpha / beta): -6.65 / -7.79 eV. Its spin multiplicity is 4.

Last column: Mulliken spin population.
Cartesian coordinates (Å):
Tc  -0.057059  0.266330  -0.647096  2.705
C  -1.438546  -2.582753  0.778788  0.010
Si  -1.468301  -1.160353  1.979074  -0.014
C  -3.194500  -0.881657  2.599328  0.009
C  -0.172593  -1.366200  3.293508  0.008
N  -0.978873  0.331625  1.008274  0.234
C  -1.248636  1.647155  1.440563  -0.015
C  -1.465551  2.051054  2.759707  0.041
C  -1.776622  3.374543  3.032843  -0.020
C  -1.868686  4.322849  2.021022  0.051
C  -1.629595  3.965248  0.697261  -0.022
C  -1.324426  2.651374  0.488196  0.070
F  -1.030833  2.196797  -0.836233  0.012
H  -1.637513  -3.490756  1.353239  0.001
H  -0.474452  -2.734558  0.290230  -0.004
H  -2.223200  -2.509671  0.026956  0.001
H  -3.540692  -1.809451  3.060382  0.000
H  -3.876303  -0.656268  1.777390  0.001
H  -3.289078  -0.097560  3.346268  -0.001
H  -0.361652  -2.279105  3.860766  0.001
H  -0.140800  -0.541340  4.004797  0.000
H  0.817514  -1.460429  2.841735  0.000
H  -1.390617  1.333290  3.562541  0.001
H  -1.951606  3.672295  4.056839  0.000
H  -2.117311  5.347337  2.256588  0.002
H  -1.678754  4.674229  -0.115878  0.001
C  3.508770  -2.819177  -1.150819  0.002
N  3.105843  -1.607863  -1.893173  0.001
C  3.797578  -1.173997  -2.995877  0.000
C  3.419802  -0.080464  -3.689394  0.005
C  2.260052  0.629887  -3.254713  -0.013
N  1.593416  0.183451  -2.175578  -0.021
C  2.024868  -0.909134  -1.525407  0.001
O  1.308008  -1.233018  -0.508270  0.014
N  1.818985  1.703186  -3.884553  0.009
H  4.572547  -2.970590  -1.307461  0.000
H  2.946373  -3.675010  -1.517565  0.000
H  3.310867  -2.664303  -0.094727  -0.001
H  4.662155  -1.764467  -3.264670  0.000
H  3.982323  0.242715  -4.551365  0.000
H  2.294730  2.058179  -4.699105  0.000
H  0.997149  2.194614  -3.571774  0.000
C  -1.353570  -0.499093  -2.045961  -0.114
H  -0.999514  -0.256346  -3.046852  0.034
H  -2.326007  -0.045160  -1.853809  -0.006
H  -1.405695  -1.577414  -1.906012  0.015

Cartesian forces, eV/Å:
Tc -0.2 0.1 0.2
C 0.1 0.0 0.0
Si -0.1 0.0 0.1
C 0.1 0.0 -0.1
C 0.0 0.0 -0.1
N 0.1 -0.2 -0.2
C 0.0 0.0 0.0
C 0.0 0.1 -0.1
C 0.0 0.0 0.0
C 0.0 0.0 0.0
C 0.0 -0.1 0.1
C 0.0 0.1 0.0
F 0.0 -0.1 0.0
H 0.0 0.0 0.0
H 0.0 0.0 0.0
H 0.0 0.0 0.0
H 0.0 0.0 0.0
H 0.0 0.0 0.0
H 0.0 0.1 0.0
H 0.0 0.0 0.0
H 0.0 0.0 0.0
H 0.0 0.0 0.0
H 0.0 0.0 0.0
H 0.0 0.0 0.0
H 0.0 0.0 0.0
H 0.0 0.0 0.0
C 0.0 0.0 0.0
N 0.0 0.0 0.0
C 0.0 0.1 0.0
C 0.0 0.0 0.0
C 0.0 -0.1 -0.1
N 0.2 0.0 -0.1
C 0.0 0.0 0.0
O 0.0 0.0 0.0
N 0.0 0.0 0.0
H 0.0 0.0 0.0
H 0.0 0.0 0.0
H 0.0 0.0 0.0
H 0.0 0.0 0.0
H 0.0 0.0 0.0
H 0.0 0.0 0.0
H 0.0 0.0 0.0
C 0.0 0.0 0.1
H 0.0 0.0 0.0
H 0.0 0.0 0.0
H 0.0 0.0 0.0

# 6
A molecular structure, C8H24BrFeO4 at a distorted geometry, computed with ωB97M-V/def2-TZVPD.

As for the energy relative to the best compared isomer or geometry (same formula, charge and spin): 0.000 eV. As for the net charge: +1. As for the HOMO-LUMO gap (alpha / beta): 5.744 / 5.407 eV. As for the LUMO energy (alpha / beta): -6.61 / -6.94 eV. Its spin multiplicity is 5.

Last column: Mulliken spin population.
Cartesian coordinates (Å):
Fe  -0.566059  -11.901349  -10.225333  3.837
Br  -2.231773  -11.663738  -12.079706  0.123
C  -0.474059  -14.997615  -14.809661  0.000
C  0.360488  -13.724694  -14.940148  0.000
O  0.483479  -13.042568  -13.693614  0.001
H  -0.712209  -15.477449  -15.759433  0.000
H  -1.459115  -14.733433  -14.400926  0.000
H  -0.013235  -15.738700  -14.154139  0.000
H  -0.169167  -13.075063  -15.644982  0.000
H  1.349225  -13.959996  -15.323128  0.000
H  -0.412154  -12.864194  -13.385947  -0.001
C  -3.229652  -12.458164  -16.553369  0.000
C  -2.757062  -11.065908  -16.159935  0.000
O  -3.570624  -10.509296  -15.129365  0.000
H  -3.263520  -13.129873  -15.694602  0.000
H  -2.528784  -12.858494  -17.293083  0.000
H  -4.220612  -12.405117  -17.001487  0.000
H  -2.777429  -10.375715  -17.000741  0.000
H  -1.713788  -11.128843  -15.822377  0.000
H  -3.278089  -10.838084  -14.277954  -0.005
C  -1.413934  -16.235820  -10.210836  0.000
C  -1.056045  -14.951701  -10.943164  0.001
O  -0.481981  -13.979398  -10.032098  0.035
H  -0.550089  -16.763188  -9.792892  0.000
H  -1.818345  -16.963197  -10.916214  0.001
H  -2.148756  -16.065753  -9.426321  0.000
H  -2.000858  -14.534019  -11.275730  0.004
H  -0.435900  -15.155530  -11.813044  0.002
H  0.188323  -14.369167  -9.449245  0.001
C  -5.924935  -15.834571  -11.590725  0.000
C  -5.410614  -14.425321  -11.777516  0.000
O  -4.199806  -14.475888  -12.542253  0.000
H  -6.864387  -15.854492  -11.046605  0.000
H  -5.159183  -16.420629  -11.087049  0.000
H  -6.088021  -16.221672  -12.600546  0.000
H  -5.212161  -13.997357  -10.779450  0.000
H  -6.094784  -13.743545  -12.293829  0.000
H  -3.770669  -13.616610  -12.504884  0.000

Cartesian forces, eV/Å:
Fe -1.6 -1.2 -1.9
Br 1.3 0.3 1.7
C -0.4 0.2 0.3
C -0.8 -0.5 -0.4
O 0.2 -0.2 0.3
H 0.3 0.1 -0.1
H 0.1 -0.1 0.1
H 0.1 0.0 0.0
H 0.3 0.1 -0.1
H 0.1 0.3 0.1
H 0.0 0.1 -0.2
C 0.2 0.4 -0.4
C 0.1 -0.5 0.5
O -0.1 0.3 -0.2
H 0.0 0.0 0.0
H -0.1 -0.1 0.0
H 0.0 -0.1 0.0
H -0.1 0.0 0.0
H 0.0 0.1 0.0
H 0.0 0.0 -0.1
C 0.5 -0.2 0.1
C -1.4 -1.5 -0.3
O 0.9 1.7 0.7
H 0.1 0.3 0.1
H -0.2 0.3 -0.1
H 0.0 0.0 0.0
H 0.1 0.3 -0.2
H 0.4 0.4 0.2
H -0.2 -0.3 -0.2
C 0.1 0.4 -1.0
C 0.2 0.6 0.6
O 0.3 -0.4 0.2
H 0.0 0.0 0.1
H -0.1 -0.2 0.1
H -0.1 -0.4 0.2
H 0.0 0.1 -0.2
H -0.3 -0.3 0.1
H -0.2 0.1 -0.1

# 7
A single C4H5NOS2 molecule at a distorted geometry, computed with ωB97M-V/def2-TZVPD.

As for the energy relative to the best compared isomer or geometry (same formula, charge and spin): 1.102 eV. The SMILES is Oc1cc(S)n(S)c1. As for the net charge: 0. As for the HOMO-LUMO gap: 8.875 eV. As for the LUMO energy: 0.59 eV.

Last column: natural (NBO) charge in e.
Cartesian coordinates (Å):
C  -1.448957  0.030856  -0.183332  0.234
C  -0.575790  -1.096401  -0.151083  -0.342
C  0.709742  -0.645571  -0.164633  -0.031
C  -0.661980  1.145939  -0.220055  -0.131
H  -3.087339  -0.886092  -0.220650  0.480
H  -0.846757  -2.144397  -0.175721  0.229
H  2.576090  -1.527606  1.050351  0.129
H  2.173784  1.935777  1.076598  0.100
H  -0.898177  2.205325  -0.196218  0.227
N  0.667947  0.741105  -0.202902  -0.503
O  -2.801741  0.049455  -0.120688  -0.656
S  2.197951  -1.588726  -0.251770  0.023
S  1.995233  1.780339  -0.239894  0.240

Cartesian forces, eV/Å:
C 1.0 0.2 0.1
C -0.5 -0.4 -0.2
C 0.5 0.2 0.1
C 0.2 0.5 0.2
H 0.0 1.0 0.1
H 0.0 0.1 0.1
H -0.2 0.1 -0.3
H 0.0 0.0 0.2
H 0.0 -0.4 -0.1
N -0.1 -0.3 0.0
O -0.5 -1.3 -0.2
S -0.2 0.1 0.2
S 0.0 0.1 -0.3

Summary of molecular weight in g/mol
127.23 598.59 61.11 183.17 420.46 320.02 147.22
(order as listed above)